Density functional theory data (ωB97M-V with the def2-TZVPD basis set) for a molecular structure, C54H49KN3O4P3S in a non-equilibrium geometry.

Geometry (Å):
K1 1.86499 -1.85703 0.32367
S1 3.79743 -3.34456 2.10437
P1 1.92327 -1.26495 3.34105
P2 -1.89536 1.87068 -3.48977
P3 -0.13611 0.82233 -0.73020
O1 3.96246 -1.99214 1.55721
O2 2.42422 -3.81322 1.94258
O3 4.82719 -4.27887 1.70624
O4 0.78159 2.64431 2.88955
N1 1.02930 0.75154 1.44422
N2 1.60211 -1.24208 -3.01186
N3 0.58110 -1.19798 -5.28579
C1 -0.01822 -4.31334 -2.65089
C2 0.82304 -4.50100 -1.49608
C3 3.89930 -3.17930 3.88035
C4 2.73805 0.25728 4.00959
C5 -1.88110 4.10531 1.13016
C6 -5.44602 1.23939 -5.42844
C7 -2.05650 -4.34995 -1.33689
C8 3.79985 0.76144 3.25623
C9 1.33790 2.06677 -2.80494
C10 -4.32529 1.81422 -4.85577
C11 -2.65401 5.65746 -2.16810
C12 -4.77374 -0.90047 -4.58348
C13 -1.04989 3.34584 0.31807
C14 0.40098 -2.48340 -5.94485
C15 -2.08069 4.53156 -2.74371
C16 1.15396 1.95529 -1.42720
C17 2.06353 2.64179 -0.61426
C18 -0.52279 -0.27630 4.46253
C19 -3.12511 2.13928 1.70338
C20 -3.64986 -0.32327 -4.00520
C21 -2.65054 3.27205 -2.57324
C22 -1.23707 1.97317 0.19945
C23 -1.26893 -4.56463 -0.19252
C24 3.24146 3.50882 -2.53236
C25 -3.41544 1.04671 -4.11865
C26 -1.40897 -2.82441 5.10688
C27 2.20037 -4.56450 -1.56643
C28 4.64720 -3.94871 6.01885
C29 -2.28810 1.38107 0.90026
C30 0.82864 -0.06272 -6.15979
C31 1.13777 -1.21663 -4.06980
C32 4.74392 -3.97509 4.63592
C33 4.50531 1.87556 3.68257
C34 -3.81267 5.53494 -1.41619
C35 2.94711 -2.34818 4.46673
C36 -5.67772 -0.12539 -5.29287
C37 -1.39058 -4.23204 -2.56267
C38 4.15949 2.51069 4.86842
C39 -2.91810 3.50706 1.82813
C40 -1.37069 0.67702 -2.18976
C41 -1.78993 -0.46144 5.00173
C42 0.33129 -1.36179 4.26147
C43 -0.14608 -2.64110 4.56838
C44 2.40766 0.89650 5.20001
C45 -2.23670 -1.73148 5.33393
C46 -4.38486 4.28168 -1.23357
C47 3.08584 3.40657 -1.15799
C48 2.86377 -2.33532 5.85769
C49 3.11060 2.01463 5.62514
C50 2.35553 2.83138 -3.35500
C51 0.90142 1.68861 2.16761
C52 3.69968 -3.13252 6.62511
C53 -3.81274 3.16078 -1.81062
C54 0.10304 -4.64923 -0.25343
H1 2.12578 -1.70911 6.34423
H2 5.29327 -4.57458 6.62325
H3 1.58086 0.53648 5.79917
H4 4.69635 3.39475 5.19305
H5 -4.94252 -1.96494 -4.47517
H6 -3.55234 4.09662 2.47964
H7 2.71638 -4.46153 -2.51493
H8 -2.27556 0.35167 -1.66538
H9 -1.75687 -3.82421 5.33879
H10 0.48143 -3.50111 4.36087
H11 -2.19517 6.62970 -2.30254
H12 -2.42371 0.30561 0.84211
H13 0.46861 -4.24126 -3.61751
H14 -4.26290 6.40936 -0.96230
H15 -0.23625 3.82661 -0.21041
H16 -2.43384 0.39820 5.14934
H17 0.67625 0.87011 -5.62729
H18 2.79017 -4.76370 -0.68016
H19 -1.97209 -4.07813 -3.47138
H20 4.05844 0.26913 2.32762
H21 -4.14814 2.87898 -4.96315
H22 -3.22502 -1.87055 5.75648
H23 -1.70996 5.17149 1.22300
H24 -3.93043 1.65955 2.24751
H25 -1.01557 -0.19477 -2.74885
H26 -0.36285 -2.37491 -6.71511
H27 -1.75736 -4.67266 0.77261
H28 1.32893 -2.83961 -6.40830
H29 0.67875 -4.81611 0.64920
H30 5.45165 -4.61290 4.12187
H31 0.11315 -0.10641 -6.98071
H32 -1.17452 4.62099 -3.33246
H33 -6.55388 -0.57863 -5.74000
H34 0.68418 1.53402 -3.47023
H35 -6.14418 1.85402 -5.98503
H36 5.32123 2.25802 3.08006
H37 4.04964 4.09604 -2.95234
H38 -5.27765 4.17997 -0.62825
H39 -0.20607 0.72454 4.19794
H40 2.82252 2.51354 6.54370
H41 -2.95644 -0.95002 -3.45824
H42 1.98194 2.57601 0.45945
H43 -4.26777 2.18793 -1.66615
H44 2.45775 2.89314 -4.43301
H45 3.76855 3.92438 -0.49461
H46 3.60720 -3.12365 7.70569
H47 0.06436 -3.21466 -5.21640
H48 1.84396 -0.07769 -6.57872
H49 -3.13674 -4.28842 -1.27217

Results
Total charge = -2
Largest force on an atom = 1.62 eV Å⁻¹
LUMO = 3.8 eV

Results of the natural (NBO) charge analysis, in e, for atoms 1 through 5: K 0.908; S 2.407; P 0.951; P 0.809; P 0.972

=====

Density functional theory data (ωB97M-V with the def2-TZVPD basis set) for C19H22N2O2 in the gas phase.

Geometry (Å):
O1 -2.47269 2.37742 0.41987
O2 -0.46212 -1.93221 -1.46530
N1 1.68853 -0.07727 -0.31500
N2 2.39691 -2.08472 0.36108
C1 -3.35370 -0.93821 -0.93387
C2 0.79761 0.98144 -0.70974
C3 -3.92706 -3.09711 0.19994
C4 -3.37603 -0.97934 1.44835
C5 3.92637 1.09725 -0.25985
C6 -2.79686 1.05239 0.29060
C7 5.25262 0.85002 0.03021
C8 -3.00638 0.35122 1.47625
C9 1.36917 -1.37007 -0.00082
C10 3.47421 -1.23811 0.31360
C11 3.04151 0.04027 -0.11142
C12 0.46408 1.88611 0.48251
C13 -2.98827 0.39459 -0.92013
C14 5.68810 -0.40789 0.45315
C15 -3.54435 -1.64921 0.24342
C16 4.81569 -1.46504 0.59969
C17 -1.61492 2.98908 -0.52125
C18 -0.21723 3.19197 0.07625
C19 -0.01641 -1.91352 -0.12242
H1 6.73692 -0.54964 0.66843
H2 -0.17503 1.34354 1.18178
H3 0.11482 -2.52013 -1.96628
H4 -3.52581 -1.50588 2.38015
H5 -1.54577 2.41047 -1.44502
H6 -0.10417 0.52870 -1.12637
H7 -0.02464 -2.91988 0.31141
H8 5.97332 1.64805 -0.07114
H9 -3.48916 -1.43553 -1.88237
H10 -2.87034 0.91309 -1.86013
H11 1.39445 2.12600 1.00308
H12 0.39575 3.72333 -0.65487
H13 3.59746 2.07254 -0.58719
H14 1.29064 1.56861 -1.49247
H15 5.14854 -2.43785 0.92363
H16 -2.05126 3.96611 -0.75721
H17 -3.26001 -3.64295 -0.46477
H18 -2.87623 0.87183 2.41275
H19 -0.31459 3.82124 0.96239
H20 -3.87919 -3.54253 1.19039
H21 -4.94248 -3.20953 -0.17990
H22 -0.73198 -1.28862 0.41863

Results
Total charge = 0
Largest force on an atom = 0.75 eV Å⁻¹
LUMO = 0.7 eV
Structure (SMILES) = Cc1ccc(OCCCCn2c(CO)nc3ccccc32)cc1

Results of the natural (NBO) charge analysis, in e, for atoms 1 through 5: O -0.532; O -0.716; N -0.368; N -0.459; C -0.165

=====

- What is the formula in the second record?
  C19H22N2O2

=====

- LUMO of number 2 (C19H22N2O2)?
  0.7 eV